An isolated molecule of C20H32N2O3. Source: the Open Molecules 2025 dataset; level of theory: ωB97M-V with the def2-TZVPD basis set.

The HOMO energy is -0.29724 Ha. The value obtained for the frontier orbital gap is 8.711 eV. For the relative energy (zero: lowest compared OMol25 entry of this formula, charge and spin), the calculation gives 13.6 kJ/mol. The calculation puts the total energy at -30382.22312 eV.

```
! RIJCOSX wB97M-V def2-TZVPD def2/J DEFGRID3
* xyz 0 1
C 7.117 -2.446 0.322
C 6.152 -3.123 1.287
C 4.986 -2.207 1.646
O 4.234 -1.990 0.470
C 3.177 -1.144 0.514
C 2.705 -0.501 1.647
C 1.613 0.348 1.570
C 0.962 0.556 0.365
C -0.206 1.478 0.348
O -0.335 2.383 1.154
N -1.102 1.254 -0.647
C -2.370 1.935 -0.687
C -3.530 0.943 -0.430
N -3.306 -0.179 -1.371
C -3.608 0.120 -2.759
C -3.880 -1.463 -1.019
C -4.890 1.639 -0.631
C -5.150 2.736 0.401
C -5.052 2.194 1.821
C -3.692 1.544 2.051
C -3.452 0.441 1.021
C 1.434 -0.082 -0.785
C 2.531 -0.918 -0.726
O 3.077 -1.572 -1.792
C 2.498 -1.385 -3.057
H 6.583 -2.143 -0.575
H 7.916 -3.127 0.042
H 7.559 -1.563 0.779
H 5.750 -4.027 0.827
H 6.669 -3.404 2.206
H 5.364 -1.252 2.036
H 4.358 -2.678 2.416
H 3.186 -0.653 2.600
H 1.253 0.858 2.450
H -1.097 0.372 -1.138
H -2.491 2.422 -1.660
H -2.337 2.710 0.077
H -3.215 1.092 -3.040
H -3.120 -0.632 -3.383
H -4.684 0.097 -2.983
H -3.424 -1.847 -0.109
H -3.652 -2.163 -1.822
H -4.972 -1.439 -0.895
H -5.677 0.885 -0.552
H -4.942 2.076 -1.630
H -4.431 3.545 0.268
H -6.147 3.151 0.231
H -5.207 3.002 2.539
H -5.839 1.451 1.979
H -2.901 2.291 2.008
H -3.661 1.099 3.048
H -2.476 -0.016 1.194
H -4.220 -0.317 1.178
H 0.956 0.115 -1.732
H 3.092 -1.987 -3.743
H 1.459 -1.731 -3.082
H 2.538 -0.336 -3.370
*
```

Atom charges from the Löwdin analysis, given in e for atoms 1 to 2:
1 C -0.10
2 C -0.22


An isolated molecule of C20H32N4O3. Source: the Open Molecules 2025 dataset; level of theory: ωB97M-V with the def2-TZVPD basis set.

The HOMO energy is -0.28489 Ha. The value obtained for the frontier orbital gap is 8.343 eV. For the relative energy (zero: lowest compared OMol25 entry of this formula, charge and spin), the calculation gives 26.3 kJ/mol. The calculation puts the total energy at -33362.82868 eV.

```
! RIJCOSX wB97M-V def2-TZVPD def2/J DEFGRID3
* xyz 0 1
C -2.684 -4.275 1.270
C -2.462 -4.068 -0.228
C -1.635 -2.815 -0.479
O -0.466 -2.854 -0.799
N -2.355 -1.678 -0.297
C -1.915 -0.349 -0.295
C -0.632 0.023 -0.663
C -0.203 1.339 -0.560
C 1.174 1.720 -1.012
O 1.438 2.766 -1.573
N 2.095 0.769 -0.759
C 3.494 0.884 -1.070
C 4.297 0.251 0.078
C 4.226 1.086 1.371
C 3.388 0.239 2.331
C 3.683 -1.177 1.857
N 3.704 -1.037 0.417
C 4.128 -2.192 -0.348
C 3.073 -2.607 -1.374
C -1.086 2.313 -0.067
O -0.592 3.563 0.095
C -1.450 4.593 0.509
C -2.393 1.948 0.248
C -2.825 0.635 0.123
N -4.149 0.215 0.426
C -4.844 0.976 1.442
C -4.974 0.019 -0.756
H -3.247 -5.190 1.443
H -3.236 -3.445 1.706
H -1.729 -4.358 1.782
H -3.421 -3.988 -0.744
H -1.914 -4.917 -0.638
H -3.298 -1.769 0.060
H 0.029 -0.737 -1.044
H 1.866 -0.084 -0.267
H 3.741 1.940 -1.200
H 3.718 0.363 -2.010
H 5.344 0.144 -0.254
H 3.777 2.061 1.193
H 5.227 1.237 1.776
H 3.655 0.397 3.374
H 2.328 0.459 2.201
H 2.912 -1.894 2.149
H 4.652 -1.524 2.261
H 5.079 -1.988 -0.862
H 4.300 -3.028 0.339
H 2.932 -1.831 -2.120
H 3.388 -3.517 -1.879
H 2.119 -2.793 -0.889
H -2.281 4.735 -0.191
H -1.847 4.412 1.515
H -0.838 5.494 0.522
H -3.092 2.694 0.587
H -5.700 0.389 1.780
H -5.220 1.945 1.084
H -4.177 1.140 2.286
H -4.407 -0.501 -1.525
H -5.846 -0.579 -0.485
H -5.325 0.972 -1.175
*
```

Atom charges from the Löwdin analysis, given in e for atoms 1 to 2:
1 C -0.09
2 C -0.16


A cluster of 6 separate species, C20H32O16S2 in total in a non-equilibrium geometry. Source: the Open Molecules 2025 dataset; level of theory: ωB97M-V with the def2-TZVPD basis set.

The HOMO energy is -0.36611 Ha. The value obtained for the frontier orbital gap is 10.037 eV. For the relative energy (zero: lowest compared OMol25 entry of this formula, charge and spin), the calculation gives 19.8 kJ/mol. The calculation puts the total energy at -75687.52796 eV.

```
! RIJCOSX wB97M-V def2-TZVPD def2/J DEFGRID3
* xyz 0 1
O -1.599 -4.176 -0.108
S -0.518 -4.743 0.662
O 0.273 -3.842 1.435
O -1.167 -6.008 1.512
C -0.604 -7.214 1.015
C -0.080 -6.952 -0.385
O 0.467 -5.616 -0.282
H 0.185 -7.589 1.672
H -1.319 -8.038 1.040
H -0.880 -6.925 -1.125
H 0.768 -7.572 -0.657
O 2.037 -4.068 -3.844
S 0.948 -3.151 -3.608
O 1.247 -1.826 -3.155
O -0.027 -3.020 -4.881
C -1.227 -3.774 -4.771
C -1.414 -3.972 -3.252
O -0.124 -3.962 -2.680
H -2.022 -3.170 -5.198
H -1.113 -4.737 -5.273
H -1.923 -4.877 -2.929
H -1.962 -3.109 -2.865
O -0.592 -0.169 1.126
C 0.518 0.122 0.768
C 1.627 -0.806 0.390
C 2.836 0.100 0.045
C 2.265 1.526 0.272
O 0.858 1.377 0.458
H 1.743 -1.667 1.040
H 1.366 -1.206 -0.594
H 3.716 -0.018 0.672
H 3.057 -0.007 -1.012
H 2.742 1.990 1.135
H 2.425 2.133 -0.616
O -3.868 1.318 -2.182
C -4.087 0.379 -1.446
C -3.075 -0.495 -0.698
C -3.984 -1.112 0.344
C -5.388 -1.130 -0.310
O -5.324 -0.043 -1.243
H -2.671 -1.259 -1.356
H -2.306 0.193 -0.363
H -3.774 -2.147 0.630
H -3.982 -0.588 1.301
H -5.497 -2.021 -0.928
H -6.123 -1.075 0.486
O 1.886 4.759 -1.481
C 0.741 4.536 -1.208
C -0.178 4.943 -0.056
C -1.393 4.004 -0.157
C -1.347 3.617 -1.648
O 0.042 3.671 -1.978
H 0.371 4.821 0.876
H -0.580 5.952 -0.149
H -1.265 3.164 0.521
H -2.338 4.516 0.011
H -1.646 2.586 -1.818
H -1.899 4.318 -2.273
O 3.640 3.751 6.244
C 3.766 4.472 5.310
C 3.029 4.406 3.964
C 3.372 5.758 3.407
C 4.790 5.965 3.894
O 4.714 5.439 5.244
H 3.303 3.490 3.438
H 1.996 4.206 4.256
H 3.349 5.723 2.311
H 2.666 6.511 3.748
H 5.503 5.319 3.381
H 5.048 7.018 3.921
*
```

Atom charges from the Löwdin analysis, given in e for atoms 1 to 2:
1 O -0.25
2 S 0.67


An isolated molecule of C20H32O2. Source: the Open Molecules 2025 dataset; level of theory: ωB97M-V with the def2-TZVPD basis set.

The HOMO energy is -0.32258 Ha. The value obtained for the frontier orbital gap is 9.442 eV. For the relative energy (zero: lowest compared OMol25 entry of this formula, charge and spin), the calculation gives 42.7 kJ/mol. The calculation puts the total energy at -25353.03575 eV.

```
! RIJCOSX wB97M-V def2-TZVPD def2/J DEFGRID3
* xyz 0 1
C -7.515 -0.802 -0.648
C -6.890 0.355 0.121
C -5.384 0.179 0.292
C -4.752 1.349 1.042
C -3.235 1.193 1.169
C -2.567 1.208 -0.170
C -1.555 0.455 -0.575
C -0.823 -0.591 0.213
C -0.697 -1.853 -0.589
C 0.374 -2.297 -1.228
C 1.731 -1.656 -1.272
C 2.756 -2.600 -0.714
C 3.426 -2.478 0.422
C 3.340 -1.363 1.423
C 4.707 -0.845 1.780
C 5.508 -0.164 0.974
C 5.219 0.227 -0.442
C 5.275 1.747 -0.634
C 4.174 2.465 0.157
C 2.811 2.108 -0.369
O 1.982 1.461 0.216
O 2.597 2.586 -1.599
H -7.079 -0.878 -1.642
H -8.588 -0.659 -0.754
H -7.344 -1.742 -0.128
H -7.086 1.290 -0.410
H -7.359 0.432 1.106
H -4.914 0.089 -0.690
H -5.187 -0.747 0.837
H -5.193 1.421 2.040
H -4.976 2.280 0.514
H -3.011 0.270 1.705
H -2.842 2.023 1.766
H -2.972 1.943 -0.856
H -1.176 0.587 -1.582
H -1.351 -0.811 1.142
H 0.159 -0.192 0.474
H -1.616 -2.424 -0.660
H 0.306 -3.230 -1.775
H 1.725 -0.713 -0.732
H 1.982 -1.454 -2.320
H 2.923 -3.482 -1.321
H 4.130 -3.256 0.694
H 2.862 -1.752 2.326
H 2.722 -0.547 1.052
H 5.052 -1.072 2.781
H 6.474 0.160 1.340
H 4.246 -0.151 -0.750
H 5.975 -0.229 -1.089
H 5.169 1.989 -1.693
H 6.244 2.119 -0.295
H 4.304 3.544 0.057
H 4.225 2.182 1.209
H 1.715 2.329 -1.914
*
```

Atom charges from the Löwdin analysis, given in e for atoms 1 to 2:
1 C -0.12
2 C -0.28